The following is a DFT calculation (wB97M-V/def2-TZVPD) of 12 unconnected molecules or ions with the total composition C71H146F21N5O18.

Geometry (Å):
C: 1.36647 1.59001 -4.42868
C: 2.87581 1.96649 -4.12862
C: 3.91783 1.13156 -4.79802
C: 3.88865 -0.23097 -4.06051
N: 5.02686 -1.12704 -4.47160
C: 6.39380 -0.73011 -3.81118
C: 6.51976 -1.34404 -2.37606
C: 5.44472 -2.42127 -2.40697
C: 4.90496 -2.59738 -3.84643
C: 5.12248 -1.17657 -6.04902
C: 3.95876 -1.79672 -6.77009
C: 3.84084 -1.54197 -8.29677
H: 0.65874 2.23030 -3.90216
H: 1.14000 0.53074 -4.30721
H: 1.22907 1.74210 -5.49924
H: 2.96176 1.83572 -3.04992
H: 3.04795 3.02761 -4.30885
H: 4.83956 1.68718 -4.62541
H: 3.75200 1.14724 -5.87521
H: 3.01343 -0.78950 -4.39236
H: 3.89597 -0.02297 -2.99056
H: 7.16773 -1.03328 -4.51633
H: 6.50412 0.35368 -3.84757
H: 7.46206 -1.87019 -2.22337
H: 6.31897 -0.57448 -1.63070
H: 5.78133 -3.32030 -1.89071
H: 4.49301 -2.24863 -1.90444
H: 5.66906 -3.13860 -4.40442
H: 3.86263 -2.90804 -3.91811
H: 5.96890 -1.83707 -6.23718
H: 5.41391 -0.16897 -6.34549
H: 2.98134 -1.53608 -6.36410
H: 4.06431 -2.87906 -6.69596
H: 4.60209 -2.04986 -8.88893
H: 4.15745 -0.53911 -8.58335
H: 2.90844 -1.77355 -8.81165
C: -5.08123 -5.54611 -5.19396
C: -4.60280 -5.60160 -3.72304
N: -5.38558 -4.65561 -2.66699
C: -6.89215 -5.15061 -2.61235
C: -4.72188 -4.62652 -1.24788
C: -4.36155 -6.05065 -0.69888
C: -5.34706 -3.21034 -3.20786
C: -5.98566 -2.12021 -2.36039
O: -7.35191 -2.40196 -1.97207
C: -7.86356 -1.49842 -1.06428
H: -4.84846 -4.61386 -5.70856
H: -6.13467 -5.77881 -5.34957
H: -4.55106 -6.25241 -5.83283
H: -3.65497 -5.06500 -3.68085
H: -4.48613 -6.52972 -3.16351
H: -7.28240 -4.94239 -1.61613
H: -6.88024 -6.22210 -2.81200
H: -7.42055 -4.54718 -3.35044
H: -5.41120 -4.10094 -0.58704
H: -3.81651 -4.03035 -1.36184
H: -3.63901 -6.57710 -1.32249
H: -5.23323 -6.70294 -0.64605
H: -3.99876 -6.23376 0.31253
H: -5.77659 -3.17391 -4.20900
H: -4.31277 -2.86816 -3.24325
H: -5.93817 -1.17023 -2.89272
H: -5.47273 -2.07954 -1.39948
H: -7.54078 -0.51425 -1.40386
H: -7.47384 -1.71713 -0.07011
H: -8.93195 -1.64380 -0.90461
C: -4.75323 4.79954 1.77040
C: -4.65795 3.80703 2.95206
N: -3.17026 3.25612 3.06678
C: -2.95804 2.48040 1.75727
C: -2.13463 4.46275 3.09463
C: -0.65056 3.98817 3.13553
C: -3.05938 2.22901 4.26637
C: -3.15227 2.67777 5.68864
O: -2.21713 3.72335 5.91354
C: -1.95324 3.90897 7.33001
H: -4.25975 4.50661 0.84370
H: -4.46741 5.77610 2.16121
H: -5.82258 4.81126 1.55960
H: -5.15752 2.85909 2.75220
H: -5.04034 4.16749 3.90702
H: -1.94597 2.07635 1.78093
H: -2.85110 3.13916 0.89546
H: -3.66338 1.67531 1.55129
H: -2.36200 5.04773 3.98581
H: -2.29142 5.17477 2.28436
H: -0.33917 3.45261 4.03236
H: 0.06012 4.81316 3.18466
H: -0.28850 3.29462 2.37658
H: -2.17714 1.60509 4.12327
H: -3.92329 1.58001 4.12299
H: -2.91409 1.83324 6.33529
H: -4.16430 3.01404 5.91403
H: -1.21484 3.14228 7.56465
H: -2.90345 3.86876 7.86255
H: -1.49571 4.87368 7.54930
C: 0.52956 -3.91024 7.28131
C: 0.07500 -2.47355 7.03842
N: 0.83931 -1.73861 5.83870
C: 0.36943 -2.33325 4.45648
C: 0.47003 -0.18803 5.91090
C: 1.01417 0.62393 4.74915
C: 2.38649 -1.88539 5.81028
C: 3.10571 -1.28177 6.99515
O: 3.30776 0.13596 6.79933
C: 4.04867 0.67105 7.86849
H: 0.21709 -4.32873 8.23804
H: 1.60726 -4.07266 7.26428
H: 0.10633 -4.56749 6.52171
H: 0.28650 -1.87442 7.92409
H: -0.96249 -2.44773 6.70519
H: 0.88434 -1.84732 3.62772
H: -0.71060 -2.31334 4.31074
H: 0.59745 -3.39837 4.49665
H: 0.88770 0.15433 6.85771
H: -0.59714 -0.03536 6.07194
H: 1.92105 0.18972 4.32828
H: 1.10708 1.63181 5.15367
H: 0.34113 0.71571 3.89669
H: 2.90626 -1.57238 4.90477
H: 2.57403 -2.95905 5.82422
H: 4.05519 -1.80416 6.87811
H: 2.66159 -1.52327 7.96083
H: 4.28883 1.72100 7.70108
H: 5.00684 0.15146 7.87500
H: 3.51341 0.65657 8.81790
C: -1.40106 -3.26093 0.35124
C: -0.67491 -2.57599 -0.83545
N: -0.57179 -1.00995 -0.74198
C: 0.06414 -0.60073 -2.12329
C: -1.94822 -0.27304 -0.64373
C: -3.04748 -0.69627 -1.68220
C: 0.15405 -0.57712 0.50204
C: 0.83579 0.77874 0.36523
O: -0.05380 1.85292 0.10943
C: 0.66544 2.97682 -0.48971
H: -2.47853 -3.15884 0.48056
H: -1.15531 -2.77356 1.29473
H: -1.31999 -4.34785 0.34009
H: -1.05462 -2.74014 -1.84390
H: 0.37583 -2.86510 -0.81417
H: -0.02135 0.46802 -2.31967
H: -0.43702 -1.03712 -2.98729
H: 1.09961 -0.93987 -2.15327
H: -1.82636 0.80767 -0.71667
H: -2.38014 -0.45724 0.33995
H: -2.59846 -0.44021 -2.64184
H: -3.99520 -0.18283 -1.51998
H: -3.08160 -1.78350 -1.61240
H: 0.95504 -1.29335 0.68517
H: -0.50320 -0.55136 1.37121
H: 1.59667 0.75148 -0.41478
H: 1.25061 1.03014 1.34136
H: 1.72883 2.88232 -0.70965
H: 0.61469 3.78200 0.24323
H: 0.21770 3.37120 -1.40190
C: 1.66773 -4.64165 2.06071
O: 1.16015 -5.60370 2.95327
O: 2.59633 -3.92347 2.84966
C: 2.16340 -5.17804 0.69120
F: 3.03084 -6.21127 0.83557
F: 1.16876 -5.55548 -0.14683
F: 2.97827 -4.28365 -0.02645
C: -0.09531 -6.27277 2.58164
C: -0.50258 -7.23587 3.70677
H: -0.53704 -6.73567 4.67461
H: -1.47433 -7.70796 3.56210
H: 0.39188 -7.85033 3.80912
H: 0.00192 -6.74620 1.60465
H: -0.91146 -5.55036 2.57023
H: 0.93913 -3.86776 1.81916
C: 3.66413 7.56629 -6.08532
O: 3.34189 7.21777 -4.73565
O: 2.97871 8.75454 -6.40072
C: 5.25754 7.45968 -6.30999
F: 5.92842 8.33288 -5.53830
F: 5.70451 6.19571 -6.13374
F: 5.51635 7.59683 -7.61002
C: 2.90028 5.95978 -4.31861
C: 2.45389 6.09496 -2.91258
H: 3.37498 6.02784 -2.33362
H: 1.77832 6.91507 -2.66944
H: 1.91241 5.15968 -2.77060
H: 3.74122 5.27141 -4.40266
H: 2.06291 5.58050 -4.90432
H: 3.26158 6.82317 -6.77367
C: 4.30725 6.98044 2.47267
O: 3.32004 7.46483 1.58179
O: 5.35712 7.90501 2.45395
C: 3.77549 6.48685 3.82659
F: 2.94987 7.30762 4.35201
F: 3.09846 5.30877 3.69792
F: 4.71643 6.36201 4.82789
C: 2.05134 6.79768 1.42525
C: 1.21013 7.40426 0.33437
H: 0.48010 6.68657 -0.03991
H: 0.65865 8.29651 0.63079
H: 1.81337 7.64094 -0.54209
H: 1.46090 6.66161 2.33132
H: 2.26264 5.77257 1.12093
H: 4.72949 6.16647 1.88337
C: -3.94111 -1.56959 2.95730
O: -3.77523 -2.93002 2.56260
O: -2.67529 -0.93094 3.08102
C: -5.03928 -0.97101 2.14468
F: -4.76372 -0.81035 0.86073
F: -6.19291 -1.62249 2.18084
F: -5.41916 0.25625 2.53591
C: -3.56526 -3.97608 3.58754
C: -3.79535 -5.36032 2.99595
H: -4.77928 -5.58941 2.58669
H: -2.93473 -5.58376 2.36546
H: -3.91477 -6.04482 3.83577
H: -4.23182 -3.87366 4.44387
H: -2.52089 -3.87094 3.88136
H: -4.48424 -1.53737 3.90179
C: -3.71163 3.09701 -2.27472
O: -3.59101 4.53968 -2.40957
O: -4.88644 2.87951 -1.52958
C: -3.55841 2.47262 -3.66503
F: -2.30775 2.54859 -4.10472
F: -3.96597 1.18175 -3.74145
F: -4.26139 3.08401 -4.62699
C: -2.29911 5.09617 -2.68749
C: -2.19522 6.49546 -2.07423
H: -2.89105 7.17721 -2.56324
H: -2.42686 6.56121 -1.01116
H: -1.23492 7.00681 -2.14083
H: -2.23190 5.09772 -3.77542
H: -1.54272 4.51283 -2.16245
H: -2.90537 2.73578 -1.63631
C: 5.11946 2.17494 0.11556
O: 5.32017 2.04456 1.48319
O: 4.21899 1.20295 -0.34438
C: 5.04546 3.75054 -0.33415
F: 3.91321 4.24809 0.08944
F: 6.01615 4.49131 0.17263
F: 5.18932 3.93829 -1.65558
C: 4.39957 2.49772 2.43491
C: 4.77722 2.03314 3.85703
H: 4.01113 2.41263 4.53320
H: 4.61723 0.95749 3.93097
H: 5.82145 2.28369 4.04387
H: 3.34146 2.37700 2.20267
H: 4.56303 3.57345 2.37022
H: 6.07167 1.85410 -0.30689
C: -0.63184 -4.26026 -4.35997
O: -0.87648 -5.34715 -3.48008
O: -1.82534 -3.46099 -4.26293
C: 0.81283 -3.56307 -4.30545
F: 1.19498 -3.35879 -3.02890
F: 1.65901 -4.45448 -4.74111
F: 0.98743 -2.45183 -5.08434
C: -0.05783 -6.50150 -3.52438
C: -0.67256 -7.43140 -2.51210
H: -0.12114 -8.35699 -2.34685
H: -0.80821 -6.79565 -1.63716
H: -1.63176 -7.80853 -2.86680
H: 0.95983 -6.45058 -3.13723
H: -0.15998 -6.98777 -4.49454
H: -0.53287 -4.75495 -5.32619

Atomic forces in eV per Å
C 1.516 0.370 -1.159
C -2.403 0.319 1.176
C 0.045 -0.041 0.667
C 0.407 0.359 -1.562
N 1.141 -1.544 0.537
C 0.082 0.815 -0.687
C -1.164 0.181 -1.500
C -2.195 -0.586 0.254
C 1.530 1.660 -0.230
C 1.133 -0.087 1.333
C -1.446 -0.577 -0.944
C 1.687 0.733 -0.555
H 0.101 -0.144 0.095
H 0.042 -0.021 0.465
H -0.336 0.233 -0.158
H 0.444 0.229 0.250
H -0.180 -0.030 -0.187
H 0.386 -0.362 0.040
H -0.074 -0.569 -0.083
H -0.235 0.120 0.454
H 0.177 -0.319 0.168
H -0.057 -0.619 0.094
H -0.495 0.063 0.317
H 0.190 0.600 -0.118
H 0.101 -0.140 0.128
H 0.040 -0.350 -0.660
H 0.413 0.937 0.882
H -0.631 -0.429 -0.499
H 0.342 -0.314 -0.171
H 0.283 0.204 0.125
H -0.298 -0.070 -0.063
H 0.152 0.093 0.327
H -0.241 -0.091 0.437
H 0.158 -0.792 0.315
H -0.655 0.576 0.371
H -0.217 0.029 0.721
C -0.324 -0.288 0.327
C 0.447 2.325 1.004
N -1.342 -0.223 -0.588
C 1.853 0.664 0.311
C 0.417 -1.336 -0.238
C -0.634 -0.460 -0.680
C -0.345 0.334 0.257
C -1.239 -0.994 1.655
O 0.441 -1.731 -2.055
C 0.403 0.484 1.017
H -0.056 0.290 0.580
H -0.127 0.061 0.217
H 0.276 -0.402 0.548
H 0.671 -0.347 -0.273
H -0.430 -0.180 -0.740
H 0.037 0.046 -0.226
H -0.097 0.177 -0.110
H -0.072 -0.400 0.114
H -0.034 -0.073 -0.154
H -0.010 -0.033 -0.070
H 0.081 0.283 -0.161
H -0.464 0.074 -0.492
H 0.268 1.372 0.125
H 0.079 -0.449 0.072
H 0.369 -0.550 -0.420
H 0.254 0.079 -0.013
H 0.526 0.557 -0.150
H -0.626 0.492 0.502
H 0.524 0.347 0.248
H -0.135 0.256 -0.794
C -0.940 -0.337 1.472
C 1.736 -1.167 -1.008
N -0.308 0.791 -0.084
C 1.651 -0.007 0.145
C 0.771 -1.097 0.783
C 0.174 -0.356 0.594
C -0.235 -0.090 -1.532
C 0.536 1.535 -0.166
O -0.039 0.485 1.001
C -0.021 -0.215 -1.293
H -0.037 0.009 0.186
H 0.076 0.116 -0.488
H -0.022 0.305 -0.268
H -0.375 0.216 -0.191
H 0.483 0.330 0.001
H -0.154 -0.402 0.424
H -0.694 0.301 0.251
H -0.187 0.370 0.482
H 0.001 -0.394 0.155
H -0.283 -0.785 -0.469
H -0.800 -0.033 0.502
H -0.347 0.438 -0.491
H -0.513 0.382 -0.671
H 0.000 0.249 -0.403
H 0.161 -0.227 -0.368
H -0.104 -0.354 -0.065
H -0.203 0.142 0.260
H -0.286 -0.187 0.725
H 0.148 -0.346 0.355
H -0.054 0.067 -0.545
C 0.016 -0.475 -0.606
C 1.685 0.292 -1.125
N -0.755 0.890 -1.483
C -0.209 -0.504 1.244
C 0.357 -1.193 0.368
C -0.577 -0.168 -0.109
C -0.859 -0.657 1.238
C 0.322 0.744 -1.284
O -0.826 -1.019 0.377
C 0.664 0.455 -0.319
H -0.334 0.471 0.118
H 0.006 0.325 -0.087
H 0.102 -0.035 -0.081
H -0.328 0.225 -0.174
H 0.054 0.257 0.319
H 0.144 -0.154 0.342
H -0.181 0.911 0.342
H 0.713 0.119 -0.271
H 0.478 -0.160 -0.141
H -0.253 -0.689 -0.528
H 0.288 0.589 0.400
H 0.682 0.036 -0.282
H -0.400 -0.303 0.139
H -0.890 0.332 -0.313
H -0.193 -0.026 -0.089
H 0.507 0.151 0.655
H -0.079 0.122 0.187
H -0.245 -0.014 -0.482
H 0.133 -0.115 0.650
H -0.013 -0.490 0.205
C -0.815 0.866 -0.213
C -0.250 0.869 0.822
N -1.858 0.330 -1.410
C 0.063 0.188 0.876
C -1.815 -0.501 -0.266
C 2.680 -0.231 0.356
C 0.981 0.642 -0.378
C -0.134 0.191 0.093
O 0.416 0.564 -1.442
C -0.416 0.901 0.776
H -0.403 0.588 -1.003
H 0.775 -0.503 0.197
H 0.912 0.095 0.076
H -0.312 -0.457 0.178
H -0.053 -0.132 -0.048
H 0.179 0.055 0.775
H -0.467 -0.611 0.538
H -0.036 0.167 0.273
H 0.723 -0.255 -0.062
H 0.546 -0.281 0.260
H -0.688 -0.120 -0.307
H 0.297 0.037 0.107
H -0.581 -0.079 -0.164
H 0.075 -0.103 0.032
H -0.499 -0.352 -0.314
H 0.402 -0.026 0.362
H 0.832 -0.533 0.008
H 0.109 -0.949 0.276
H 0.005 0.215 0.012
H -0.534 -0.503 -0.031
C 2.363 3.860 2.709
O -2.050 -2.162 -0.610
O -0.936 -1.541 -2.192
C 2.826 0.133 -0.008
F -0.873 -0.452 0.065
F 0.190 0.069 0.114
F -1.866 -0.310 0.798
C 0.177 0.939 1.020
C 1.574 0.532 -0.129
H -0.177 0.494 -0.085
H 0.359 -0.374 -0.283
H -0.521 -0.995 0.060
H -0.127 -0.213 0.078
H 0.142 0.575 -0.606
H -1.150 -0.291 -0.577
C -2.473 2.665 -1.041
O 0.663 0.531 0.411
O 2.849 -2.334 0.497
C -3.043 0.282 0.467
F 0.523 -0.597 -0.712
F 0.471 -0.567 1.495
F 0.572 1.517 -0.915
C 0.336 1.052 -1.416
C 0.341 -1.407 0.594
H -0.419 0.551 0.703
H 0.414 0.119 -0.303
H -0.239 -0.224 0.721
H -0.011 -0.615 0.148
H -0.155 0.024 -0.680
H 0.150 -1.088 -0.145
C 4.879 1.388 -2.152
O -3.302 0.956 0.137
O -2.444 -1.392 1.595
C 1.945 -0.054 -0.475
F -2.846 2.376 1.178
F 0.285 -0.606 0.342
F -0.022 -0.990 -1.060
C 1.283 -0.801 -0.209
C 0.009 0.427 -0.482
H -0.191 -0.231 0.197
H 0.137 0.134 0.101
H 0.183 0.162 0.178
H 0.027 0.520 0.509
H 0.135 -0.403 -0.131
H -0.239 -1.485 0.604
C 3.980 0.418 2.406
O -0.978 -1.599 0.145
O -3.151 -0.710 -0.762
C -0.246 1.143 -1.701
F 0.740 -0.271 -1.521
F -0.871 -1.722 0.379
F 0.603 1.130 1.163
C -0.521 1.333 -1.421
C -0.050 0.132 0.717
H 0.053 0.905 -0.916
H -0.480 -0.543 -0.183
H 1.063 -0.258 0.330
H -0.044 0.585 0.077
H 0.027 -0.163 0.364
H -0.008 -0.413 1.098
C -3.300 0.819 3.252
O 0.497 0.038 0.036
O 2.218 -0.417 -2.232
C -1.550 0.283 -0.398
F 1.410 -0.531 0.067
F 0.401 -0.164 0.318
F -0.700 0.553 -0.108
C -0.644 0.165 0.862
C -0.556 0.774 -0.339
H -0.204 -0.017 -0.069
H -0.220 -0.593 0.112
H 0.349 -0.514 -0.428
H 0.870 0.177 0.038
H 0.308 -0.489 -0.529
H 1.162 -0.167 -0.261
C -0.586 -2.214 -2.133
O 0.885 -0.790 1.117
O 0.071 2.520 -0.165
C 0.391 -2.645 0.566
F -1.794 1.006 -0.085
F 0.901 0.167 0.984
F -0.693 -0.459 -0.738
C 0.622 1.911 0.157
C -0.921 -0.616 -1.458
H 0.492 0.644 0.311
H 0.430 -0.338 -0.125
H -0.272 0.132 0.415
H -0.134 -0.714 -0.232
H -0.539 0.430 0.740
H 0.869 0.446 0.025
C -4.133 2.159 -1.093
O 1.557 0.161 1.163
O 3.622 -1.246 -0.002
C -2.532 -0.523 1.254
F 0.253 1.196 0.090
F 1.839 -1.267 -1.266
F -0.335 -0.540 1.082
C -0.715 -0.943 0.424
C -0.924 -0.354 -0.068
H 0.504 0.334 0.323
H -0.022 -0.594 0.431
H -0.426 0.327 0.073
H 0.393 0.955 -0.748
H 0.649 0.240 -0.447
H -0.087 0.020 -0.876

Properties
* LUMO energy: 2.06 eV
* highest occupied orbital energy: -1.2 eV
* charge: -2